# 1
{
  "formula": "C33H52B3F12N7O3",
  "method": "the ωB97M-V functional and the def2-TZVPD basis",
  "total_charge": 4,
  "lumo_energy_ev": -10.8,
  "homo_energy_ev": -18.3106,
  "largest_force_ev_per_a": 2.5,
  "species": ["C", "C", "O", "N", "H", "H", "C", "H", "H", "H", "H", "H", "H", "C", "C", "O", "N", "H", "H", "C", "H", "H", "H", "H", "H", "H", "C", "C", "O", "N", "H", "H", "C", "H", "H", "H", "H", "H", "H", "C", "N", "C", "C", "C", "C", "C", "C", "C", "C", "N", "C", "C", "C", "H", "H", "H", "H", "H", "H", "H", "H", "H", "H", "H", "H", "H", "H", "C", "N", "C", "C", "C", "C", "C", "C", "C", "C", "N", "C", "C", "C", "H", "H", "H", "H", "H", "H", "H", "H", "H", "H", "H", "H", "H", "H", "B", "F", "F", "F", "F", "B", "F", "F", "F", "F", "B", "F", "F", "F", "F"],
  "positions_angstrom": [[3.273286, -3.348859, -0.600856], [2.410931, -4.265261, 0.277271], [2.357050, -5.429325, 0.120159], [1.665932, -3.654056, 1.442810], [2.086451, -3.969893, 2.321277], [1.691874, -2.616015, 1.474312], [0.162227, -3.936418, 1.477482], [3.095611, -2.287265, -0.423266], [3.046411, -3.524268, -1.649189], [4.298084, -3.607440, -0.339126], [-0.154360, -3.528247, 2.434519], [-0.114331, -4.987584, 1.549489], [-0.330216, -3.498257, 0.618967], [-1.251142, -1.922593, -4.211068], [-0.647978, -2.351718, -5.544336], [0.389294, -2.881512, -5.637139], [-1.351173, -1.799388, -6.817333], [-2.254033, -1.415577, -6.554741], [-0.789619, -1.107783, -7.316957], [-1.517103, -2.945053, -7.832891], [-2.335876, -1.776553, -4.185672], [-0.858568, -0.944126, -3.927161], [-1.053092, -2.633364, -3.414320], [-1.805539, -3.854585, -7.313251], [-0.572816, -3.086649, -8.349675], [-2.296260, -2.652483, -8.532290], [-1.695916, 2.625013, 1.541835], [-2.038917, 3.241443, 0.234381], [-2.963263, 3.967477, 0.055555], [-1.214633, 2.884953, -0.981068], [-0.307594, 3.375191, -0.817131], [-0.981349, 1.880858, -0.911467], [-1.837213, 3.286035, -2.290554], [-2.589737, 2.370306, 2.103489], [-1.182611, 3.396721, 2.120357], [-1.078857, 1.733617, 1.421693], [-2.531761, 4.120179, -2.235281], [-2.260078, 2.396710, -2.742096], [-1.049151, 3.734062, -2.895736], [7.917655, -1.974741, -1.144349], [7.056082, -1.137210, -0.273794], [6.606882, 0.053144, -0.714847], [5.704028, 0.737615, 0.082746], [5.409745, 0.325557, 1.377319], [6.103411, -0.773195, 1.872878], [6.817198, -1.546532, 0.982261], [4.352624, 0.990593, 2.173082], [4.691426, 1.518357, 3.410012], [3.803404, 2.239684, 4.184273], [2.607336, 2.475989, 3.645661], [2.136175, 1.884958, 2.509091], [3.052163, 1.225725, 1.703455], [1.646410, 3.388376, 4.319773], [7.631905, -1.818087, -2.183418], [7.847868, -3.032475, -0.915071], [8.926813, -1.571659, -1.066075], [6.942607, 0.345038, -1.698770], [5.294727, 1.618563, -0.397173], [6.167870, -1.150862, 2.884836], [7.178969, -2.504482, 1.329236], [5.626212, 1.247016, 3.884594], [3.914566, 2.469067, 5.233834], [1.082710, 2.001352, 2.351220], [2.648370, 0.847586, 0.773634], [0.684309, 3.397304, 3.821865], [2.128466, 4.363630, 4.306924], [1.445036, 3.125872, 5.358346], [-3.117717, -2.326196, 4.380303], [-3.442189, -1.558565, 3.160648], [-4.184961, -0.453743, 3.351182], [-4.480229, 0.388393, 2.298839], [-4.233126, 0.029434, 0.987711], [-3.602525, -1.213454, 0.803341], [-3.229948, -1.989568, 1.884777], [-4.767079, 0.806005, -0.187069], [-4.364960, 0.573662, -1.533609], [-5.071205, 1.176651, -2.546615], [-6.021358, 2.103627, -2.298791], [-6.342675, 2.438407, -1.052421], [-5.773880, 1.752694, 0.021654], [-6.684184, 2.778532, -3.443313], [-2.106935, -2.721090, 4.300024], [-3.761396, -3.189575, 4.548503], [-3.164460, -1.679603, 5.250181], [-4.521201, -0.209155, 4.348004], [-4.879784, 1.360547, 2.557667], [-3.369917, -1.544408, -0.196390], [-2.527862, -2.790329, 1.710758], [-3.651201, -0.183146, -1.813646], [-4.802588, 0.882807, -3.549963], [-7.150962, 3.111301, -0.800124], [-6.092033, 2.057953, 1.007459], [-7.110889, 3.737285, -3.166646], [-7.479377, 2.120900, -3.795599], [-5.957349, 2.871349, -4.245681], [1.628417, 4.237419, 0.020197], [2.029773, 4.679917, 1.271972], [1.159437, 2.906506, 0.226066], [0.580411, 4.983311, -0.515515], [2.724293, 4.187025, -0.838188], [-0.370456, -0.493792, -0.619829], [-1.553404, 0.018061, -1.193020], [-0.553334, -1.251582, 0.534986], [0.320777, -1.265423, -1.595607], [0.508811, 0.548937, -0.350454], [0.889181, -1.301941, 3.950110], [-0.450780, -1.028125, 4.119717], [1.157138, -1.437936, 2.556007], [1.729201, -0.301870, 4.489881], [1.253589, -2.545700, 4.479956]],
  "forces_ev_per_a": [[-0.8619, 0.3221, 0.9233], [0.7089, 0.5186, -0.8706], [-0.4271, -0.4923, 0.2529], [-1.0485, 0.0770, -0.5532], [-0.0841, -0.0777, 0.0975], [0.1965, -0.2009, 0.2099], [0.1429, -0.7333, 0.7925], [0.0150, -0.0312, 0.1812], [0.1784, -0.3713, 0.0378], [0.1083, 0.0002, -0.3094], [-0.1105, 0.4889, -0.2378], [0.8138, -0.2129, -0.3272], [0.2751, 0.3028, 0.0439], [-1.1052, 0.0815, -0.3263], [0.0594, 1.5029, 1.7342], [0.2262, -0.5829, -0.8945], [0.1503, -1.5267, -0.4110], [-0.0580, 0.1671, -0.1656], [0.0937, 0.3174, 0.4466], [-0.3139, 0.1725, 0.0252], [-0.0390, -0.1877, -0.5436], [0.4657, -0.1325, -0.0647], [0.5330, -0.0375, -0.2129], [0.0083, 0.0718, 0.0720], [0.0233, 0.0270, 0.1268], [0.0735, 0.0100, -0.0319], [0.6541, -0.2676, -0.0038], [-1.1313, 0.2249, -0.4645], [-0.0573, -0.0379, 0.0748], [-0.2846, 0.3932, 0.5135], [-0.0148, 0.0411, -0.1561], [0.0703, 0.2655, -0.3463], [0.9873, 0.3523, -0.1209], [-0.1838, 0.1521, -0.1999], [0.2265, -0.1100, -0.0191], [0.1756, 0.1255, 0.1122], [-0.3106, -0.3661, 0.7558], [-0.0622, 0.0702, -0.1219], [0.2048, -0.5672, -0.1354], [0.2683, 0.7640, -0.6756], [0.3169, -0.6956, -0.0367], [-0.4438, -0.7354, 0.8811], [0.4027, 0.4263, -1.1635], [-0.4024, -0.2004, -0.0061], [0.4566, -0.6036, -0.4140], [0.0174, 0.4090, 0.3325], [-0.5029, 1.4799, -0.0588], [0.4510, -0.5888, 1.3296], [-0.2930, -0.8579, -1.0382], [-2.4503, -0.2948, -0.1356], [2.2346, 0.4802, 1.0190], [-0.4497, -0.5477, 0.0670], [0.4739, 0.2213, 0.7167], [-0.2349, -0.0774, 0.0794], [0.0317, 0.1089, 0.3089], [0.1337, -0.4112, 0.2188], [-0.1754, 0.1862, -0.0116], [-0.3097, 0.1403, 0.4734], [-0.7993, 0.3333, 0.1801], [0.4028, -0.0006, -0.4192], [0.1641, 0.1914, -0.1873], [0.4041, 0.5258, -0.1508], [0.0993, 0.0609, -0.4996], [0.2676, -0.1064, -0.0959], [0.2426, 0.0685, -0.3519], [-0.3684, 0.1667, -0.1386], [0.3789, -0.3633, -0.0251], [0.8298, -0.9452, 0.1797], [-1.5868, -0.3179, -0.2813], [0.5402, 0.3619, -0.4942], [-0.2842, 0.5714, 0.3093], [-0.0009, -0.9225, -0.5548], [-0.3785, 0.4291, 0.1416], [1.1420, 1.1151, 0.3166], [0.1962, 0.1927, -0.1116], [-1.2659, -0.2599, 0.9703], [0.6943, -0.1181, 0.6451], [-0.0039, 0.6102, -0.5978], [0.0415, -1.1923, 1.3489], [0.6588, 0.3465, -0.5261], [-0.2356, -0.6266, -0.4472], [0.0788, 0.2853, -0.0570], [-0.4036, 0.2327, -0.4015], [0.0468, 0.1396, -0.1630], [0.3287, -0.0807, 0.1346], [-0.3215, -0.1554, -0.0051], [0.0767, -0.2467, 0.1108], [-0.3318, -0.4045, 0.3980], [0.2117, 0.1431, 0.1749], [-0.5042, 0.5184, -0.3026], [0.0739, 0.3819, -0.7478], [-0.1228, -0.2169, 0.0017], [0.2108, -0.0041, 0.1822], [-0.0730, 0.0776, 0.0452], [-0.0019, 0.2544, 0.0763], [1.8921, 0.2274, 0.2583], [-0.2223, 0.3080, 0.3972], [-0.6679, -0.3883, -0.2939], [-0.6216, -0.1207, -0.1813], [-0.4033, -0.0771, -0.0444], [2.3739, -0.7830, -0.4686], [-0.5510, 0.0199, 0.1947], [-0.8985, 0.1389, -0.3833], [-0.7478, -0.4408, 0.0206], [-0.5215, 0.6562, 0.3821], [1.4121, -0.2721, 0.7085], [-0.5444, 0.2189, -0.0086], [0.1582, 0.8101, -0.6936], [-0.5736, -0.0969, -0.4266], [-0.3147, -0.1979, 0.1122]]
}

***

# 2
{
  "formula": "C33H52BiN5OP2",
  "method": "the ωB97M-V functional and the def2-TZVPD basis",
  "total_charge": 2,
  "lumo_energy_ev": -5.1,
  "homo_energy_ev": -12.3521,
  "e_above_lowest_ev": 0.0000,
  "largest_force_ev_per_a": 0.4,
  "species": ["Bi", "C", "C", "C", "P", "C", "C", "C", "C", "C", "C", "C", "C", "C", "C", "N", "C", "C", "C", "C", "C", "C", "C", "P", "C", "C", "C", "C", "C", "C", "H", "H", "H", "H", "H", "H", "H", "H", "H", "H", "H", "H", "H", "H", "H", "H", "H", "H", "H", "H", "H", "H", "H", "H", "H", "H", "H", "H", "H", "H", "H", "H", "H", "H", "H", "H", "H", "H", "H", "H", "C", "N", "C", "C", "O", "N", "C", "N", "H", "H", "H", "H", "H", "H", "H", "C", "C", "C", "N", "H", "H", "H", "H", "H"],
  "positions_angstrom": [[-0.733353, -0.256540, -0.668304], [0.506773, -4.346631, 2.547818], [-0.184623, -3.590939, 1.409744], [-1.709195, -3.661398, 1.534705], [0.393388, -1.853670, 1.193980], [0.811323, -0.979814, 2.766736], [-0.368116, -1.023701, 3.743809], [2.127869, -1.426093, 3.397752], [1.901442, -1.936618, 0.192099], [2.697549, -3.070943, 0.044862], [3.822164, -3.052916, -0.770983], [4.706213, -4.265750, -0.907250], [4.119007, -1.873809, -1.455879], [3.323584, -0.745728, -1.339486], [2.214147, -0.764709, -0.505806], [1.341649, 0.357231, -0.365801], [1.765664, 1.453543, 0.399734], [3.060897, 1.536595, 0.930148], [3.440809, 2.609671, 1.716917], [2.569784, 3.652961, 2.032359], [3.001979, 4.817855, 2.887596], [1.285463, 3.568189, 1.523396], [0.878925, 2.501513, 0.715372], [-0.791516, 2.359583, 0.096931], [-0.857317, 3.341646, -1.473957], [0.213661, 2.855920, -2.452942], [-0.701694, 4.836127, -1.183158], [-1.955026, 3.151474, 1.272600], [-1.834381, 2.502541, 2.654932], [-3.377867, 3.072821, 0.711392], [0.280560, -5.410405, 2.456681], [0.145492, -4.016688, 3.521682], [1.590035, -4.236021, 2.531648], [0.100406, -4.043727, 0.456209], [-2.048729, -3.214919, 2.473314], [-2.027836, -4.705158, 1.526770], [-2.207767, -3.151955, 0.709366], [0.932953, 0.053467, 2.427559], [-0.480161, -2.009651, 4.195644], [-1.309313, -0.760253, 3.253164], [-0.201169, -0.308870, 4.551107], [2.049769, -2.415999, 3.846804], [2.393440, -0.721939, 4.188821], [2.942584, -1.433746, 2.673360], [2.449072, -3.989928, 0.563880], [4.192962, -5.172366, -0.590611], [5.602586, -4.155821, -0.293681], [5.033083, -4.395983, -1.938884], [4.987064, -1.845145, -2.106114], [3.561785, 0.158418, -1.888886], [3.775752, 0.749657, 0.729637], [4.452647, 2.634003, 2.107313], [3.981593, 4.637498, 3.327397], [2.293910, 4.998074, 3.697845], [3.065333, 5.734781, 2.298409], [0.574708, 4.353738, 1.762510], [-1.850214, 3.155474, -1.895140], [1.210092, 2.949429, -2.015424], [0.189965, 3.480892, -3.347916], [0.067421, 1.818220, -2.763297], [0.207664, 5.033414, -0.610677], [-1.554183, 5.247916, -0.641676], [-0.617692, 5.378912, -2.126076], [-1.662678, 4.201307, 1.340109], [-2.082077, 1.439958, 2.606776], [-2.526381, 2.983690, 3.349333], [-0.828678, 2.600115, 3.063509], [-3.693496, 2.036158, 0.578402], [-3.466353, 3.582441, -0.250083], [-4.072164, 3.553920, 1.402325], [-0.755954, -1.588277, -7.309873], [-0.617227, -1.345011, -5.881976], [-0.099499, -2.310489, -4.934391], [-0.215427, -1.527316, -3.636540], [0.107540, -1.976721, -2.535672], [-0.701141, -0.285659, -3.880913], [-0.912140, -0.229242, -5.210882], [-1.391750, 0.865914, -5.797996], [-0.967905, -2.642207, -7.468937], [0.151173, -1.327019, -7.855410], [-1.595263, -1.022301, -7.711194], [0.938047, -2.579154, -5.141954], [-0.695270, -3.224129, -4.901988], [-1.531826, 1.684562, -5.234138], [-1.435336, 0.953178, -6.797392], [-6.252086, -1.091359, 1.834077], [-4.944554, -0.792131, 2.584657], [-3.806862, -0.632376, 1.679681], [-2.922014, -0.515186, 0.957654], [-7.052729, -1.221830, 2.558215], [-6.163932, -2.005098, 1.248962], [-6.519882, -0.272464, 1.168195], [-4.707157, -1.601356, 3.277391], [-5.029995, 0.124352, 3.169999]],
  "forces_ev_per_a": [[-0.0947, -0.1651, -0.2478], [0.0478, -0.0218, -0.0394], [-0.1269, 0.1249, 0.0566], [0.0169, -0.0054, 0.0352], [0.2844, -0.1944, -0.0245], [-0.2153, -0.0174, -0.0256], [-0.0209, 0.0402, -0.0484], [0.0188, -0.0143, 0.0178], [0.0050, 0.1456, 0.0631], [-0.0192, -0.0424, -0.0081], [0.0323, -0.0757, -0.0142], [-0.0306, 0.1106, 0.0014], [0.0000, 0.0173, -0.0334], [0.0024, 0.0061, -0.0437], [-0.0697, 0.0349, 0.1617], [0.2488, 0.0790, -0.2236], [-0.0245, -0.0608, 0.0855], [0.0103, -0.0470, -0.0387], [0.0016, -0.0021, -0.0125], [0.0432, 0.0541, 0.0848], [-0.0479, -0.0591, -0.0814], [-0.0005, 0.0010, -0.0424], [-0.0746, -0.1185, 0.0003], [0.1382, 0.3639, 0.0313], [-0.0345, -0.0298, 0.0776], [0.0119, -0.0379, 0.0651], [-0.0194, -0.0065, 0.0093], [-0.0500, -0.2694, 0.0866], [-0.0435, 0.0563, -0.0507], [0.0182, 0.0629, -0.0109], [-0.0244, 0.0263, 0.0091], [0.0069, 0.0067, -0.0126], [-0.0129, -0.0258, 0.0171], [0.0080, -0.0013, -0.0554], [0.0092, -0.0187, -0.0557], [0.0262, 0.0232, 0.0259], [-0.0074, -0.0209, 0.0121], [0.0327, 0.0516, -0.0357], [0.0051, 0.0119, -0.0113], [0.0444, -0.0097, 0.0377], [0.0182, -0.0300, -0.0077], [-0.0035, 0.0333, -0.0089], [-0.0138, -0.0253, -0.0098], [-0.0021, 0.0002, 0.0122], [0.0133, 0.0462, -0.0241], [0.0000, 0.0076, -0.0045], [-0.0145, -0.0075, -0.0038], [-0.0140, -0.0132, 0.0195], [-0.0352, 0.0013, 0.0385], [-0.0271, -0.0425, 0.0220], [-0.0116, 0.0395, 0.0103], [-0.0371, -0.0119, -0.0202], [-0.0213, 0.0054, 0.0002], [0.0185, -0.0114, -0.0124], [0.0109, -0.0268, 0.0072], [0.0274, -0.0215, -0.0007], [0.0054, -0.0135, -0.0372], [-0.0200, 0.0030, -0.0187], [-0.0138, -0.0112, 0.0058], [0.0178, 0.0565, 0.0050], [-0.0163, 0.0010, -0.0423], [0.0369, -0.0089, -0.0084], [-0.0202, -0.0072, 0.0191], [0.0623, 0.0182, 0.0044], [-0.0038, 0.0284, 0.0077], [0.0156, -0.0199, -0.0358], [-0.0022, -0.0050, -0.0018], [0.0118, 0.0234, 0.0052], [-0.0213, -0.0101, 0.0489], [0.0215, -0.0118, -0.0150], [0.0429, 0.0863, 0.0971], [-0.0626, -0.0532, -0.1143], [-0.0192, -0.0389, 0.0067], [0.0830, 0.0817, -0.1953], [-0.0370, 0.1479, 0.2665], [0.0354, -0.1954, 0.0587], [0.0114, 0.0093, 0.0275], [0.0535, -0.0454, -0.0060], [-0.0127, -0.0282, 0.0128], [0.0207, 0.0135, 0.0107], [-0.0185, -0.0161, 0.0138], [0.0193, 0.0195, 0.0388], [-0.0278, 0.0120, -0.0013], [-0.0235, 0.0148, 0.0025], [-0.0205, 0.0330, 0.0022], [0.1114, 0.0333, -0.0120], [-0.1255, -0.0368, -0.0878], [-0.1222, -0.0850, 0.0140], [-0.0777, 0.0549, 0.1003], [0.0023, 0.0036, 0.0014], [-0.0095, 0.0084, 0.0064], [0.0126, -0.0145, 0.0108], [0.0620, 0.0153, 0.0066], [0.0248, 0.0219, 0.0225]]
}

***

Result set for Kohn-Sham gap: 0.2765; 0.2679 Ha, one per record in the order listed.